55
Properties=species:S:1:pos:R:3:forces:R:3 method="wB97M-V/def2-TZVPD" s2=2.0107 e_tot_ha=-2070.3420 homo_lumo_gap_ev="6.82 / 7.64" mol_weight_da=788.3 max_force_ha_per_bohr=0.0082 relative_energy_kcal_mol=4.2 homo_ev="-6.94 / -8.61" multiplicity=3
Au -0.557 -0.007 2.086 0.1390 -0.2863 -0.0871
F 0.602 1.373 7.183 -0.0239 -0.0263 -0.0095
C -0.136 0.622 6.346 0.0896 0.0779 0.1606
C 0.136 0.658 4.994 -0.0504 -0.0658 -0.0977
C -0.640 -0.123 4.154 -0.0189 -0.0455 -0.1160
C -1.668 -0.942 4.654 -0.1227 -0.1255 -0.2823
C -1.882 -0.921 6.025 -0.0773 -0.1187 0.1432
F -2.866 -1.677 6.570 0.0169 0.0584 0.0251
C -1.140 -0.153 6.894 -0.0193 0.0110 -0.0041
C -2.451 -1.769 3.691 0.2156 0.2307 0.0558
C -3.293 -2.831 4.019 -0.0063 0.0217 0.0846
C -3.916 -3.538 3.007 -0.0705 -0.0889 0.0776
C -3.706 -3.194 1.681 0.0030 0.0232 -0.0936
C -2.858 -2.138 1.418 0.0593 0.1240 0.1834
N -2.264 -1.455 2.397 -0.0134 -0.0331 -0.0215
H 0.943 1.275 4.616 -0.0436 -0.0212 -0.0164
H -1.344 -0.156 7.956 0.0173 -0.0049 -0.0223
H -3.442 -3.102 5.052 -0.0072 -0.0097 -0.0692
H -4.565 -4.368 3.258 0.0165 0.0263 -0.0072
H -4.177 -3.730 0.869 0.0042 0.0016 0.0247
H -2.627 -1.812 0.411 0.0161 -0.0016 0.0110
C 4.437 1.940 -3.287 0.0148 0.0877 -0.0135
C 3.398 1.000 -3.874 -0.1964 -0.1625 0.2274
C 2.795 1.560 -5.147 -0.0474 0.1943 0.0174
C 1.783 0.594 -5.734 -0.0276 -0.0462 0.0290
C 0.728 0.261 -4.714 0.0726 0.0137 0.0279
C -0.541 -0.098 -5.093 -0.0381 -0.0211 -0.1157
C -1.495 -0.420 -4.131 -0.1077 -0.0259 -0.1995
F -2.724 -0.773 -4.557 0.0276 0.0166 0.0252
C -1.223 -0.383 -2.801 0.0078 0.0016 0.1507
C 0.062 -0.006 -2.385 -0.0504 0.0215 0.1221
C 0.349 0.047 -0.945 -0.1135 -0.0403 0.0547
O -0.571 -0.284 -0.157 -0.0775 -0.0112 0.0802
C 1.660 0.442 -0.581 0.0350 -0.0099 -0.1599
C 2.549 0.723 -1.585 0.0399 0.0301 -0.0509
N 2.300 0.703 -2.899 -0.0151 -0.0303 -0.1824
C 1.029 0.318 -3.337 0.4011 0.1187 -0.0479
C 2.246 0.603 0.816 -0.0880 0.1361 0.0877
O 3.467 0.632 0.895 -0.0216 0.0043 0.0569
O 1.445 0.782 1.802 0.1042 -0.0159 0.0554
H 5.109 2.252 -4.088 -0.0138 -0.0142 0.0135
H 5.047 1.480 -2.513 -0.0110 -0.0004 -0.0167
H 3.963 2.832 -2.872 0.0231 -0.0160 -0.0240
H 3.874 0.045 -4.113 0.0102 -0.0623 0.0019
H 3.605 1.754 -5.850 -0.0180 -0.0148 -0.0222
H 2.318 2.521 -4.922 0.0142 -0.0263 -0.0227
H 2.299 -0.322 -6.041 -0.0295 -0.0031 0.0000
H 1.314 1.006 -6.628 0.0052 0.0141 0.0113
H -0.812 -0.129 -6.142 -0.0112 -0.0275 0.0440
H -1.974 -0.625 -2.063 0.0229 0.0046 -0.0109
H 3.548 0.985 -1.275 0.0204 0.0025 0.0394
I -0.942 3.488 1.414 0.0002 0.0032 -0.0172
C -2.020 1.755 1.815 -0.1297 0.2333 -0.1579
H -2.620 1.466 0.958 0.0393 -0.0394 0.0745
H -2.555 1.836 2.754 0.0344 -0.0619 -0.0169

10
Properties=species:S:1:pos:R:3:forces:R:3 method="wB97M-V/def2-TZVPD" e_tot_ha=-719.4006 homo_lumo_gap_ev=9.16 mol_weight_da=117.1 max_force_ha_per_bohr=0.1129 relative_energy_kcal_mol=112.7 homo_ev=-9.60 smiles="S=C1CON=CO1"
C 0.528 0.917 -0.137 -3.0635 0.2591 -0.0053
C 1.016 -0.357 0.218 3.6279 -4.2266 1.6447
C -1.663 -0.199 -0.210 -0.8141 3.4490 0.1402
H 2.029 -0.587 -0.378 -2.2106 0.5550 1.4482
H 1.378 -0.372 1.442 -1.4101 -0.1254 -3.3158
H -2.703 0.301 -0.147 1.4689 -2.0201 -0.1776
N -1.277 -1.378 -0.137 1.4801 -0.6987 0.3904
O 0.176 -1.485 -0.200 -0.5763 0.5926 0.3256
O -0.842 0.922 -0.351 0.4956 0.3125 -0.1691
S 1.358 2.237 -0.099 1.0022 1.9026 -0.2813

91
Properties=species:S:1:pos:R:3:forces:R:3 method="wB97M-V/def2-TZVPD" total_charge=+1 e_tot_ha=-4326.1292 homo_lumo_gap_ev=9.13 mol_weight_da=725.0 max_force_ha_per_bohr=0.0315 homo_ev=-11.93
S -1.804 -3.099 3.588 -0.2787 -0.4983 0.0645
C -1.310 -3.718 1.934 0.4362 0.9731 0.5447
C -1.821 -2.797 0.787 0.0311 -0.4553 0.1953
C -0.559 -2.060 0.324 -1.5928 -0.1970 -0.2217
N 0.438 -3.150 0.423 0.2943 -0.2858 0.9457
C 0.235 -3.637 1.841 -0.4973 -0.0996 -0.3603
H -1.909 -1.813 3.246 0.0781 0.1575 -0.0727
H -1.653 -4.746 1.879 -0.1107 -0.0242 -0.1253
H -2.236 -3.344 -0.061 -0.0655 -0.2168 0.1436
H -2.599 -2.148 1.175 0.0105 0.2232 -0.2706
H -0.689 -1.714 -0.696 0.3762 0.2437 0.0090
H -0.386 -1.261 1.040 0.7066 0.0910 -0.2348
H 1.410 -2.900 0.253 0.0866 -0.0958 -0.2278
H 0.174 -3.947 -0.157 0.3612 0.1680 -0.5201
H 0.637 -2.853 2.474 0.0383 -0.1366 0.2028
H 0.722 -4.590 2.002 0.2671 0.0593 -0.0900
O 2.289 -5.469 0.066 -0.3034 0.3556 0.1549
S 2.829 -6.735 0.510 -0.0300 -0.4643 -0.1610
O 4.166 -6.766 0.993 0.1352 0.2026 0.0867
O 2.615 -7.789 -0.627 -0.0753 0.0614 -0.0264
C 3.085 -7.469 -1.974 0.2048 -0.0585 -0.5416
C 4.579 -7.651 -2.120 0.0430 0.0662 0.2695
C 1.759 -7.467 1.700 -0.0828 0.1242 0.0222
H 2.772 -6.458 -2.233 -0.0465 0.0292 0.1588
H 2.551 -8.157 -2.625 -0.1034 -0.0576 0.1354
H 5.135 -6.917 -1.538 -0.0030 0.0179 -0.0169
H 4.853 -7.540 -3.168 -0.0488 -0.0336 -0.0296
H 4.878 -8.641 -1.778 -0.0120 -0.0377 -0.0754
H 0.742 -7.465 1.315 0.0008 -0.0393 -0.0114
H 1.836 -6.875 2.611 0.0435 -0.0165 0.0090
H 2.101 -8.480 1.886 0.0218 -0.0088 -0.0003
O 1.945 -9.004 -4.924 0.0719 0.0997 0.2065
S 1.014 -8.973 -6.016 0.0250 -0.1808 -0.2663
O -0.287 -8.425 -5.798 -0.0723 0.1302 0.1127
O 0.894 -10.426 -6.622 -0.0036 0.0073 -0.0111
C 0.612 -11.521 -5.713 -0.0837 -0.3306 0.2228
C -0.846 -11.586 -5.316 -0.0270 0.1969 -0.0334
C 1.750 -8.207 -7.415 0.0468 0.0256 -0.0117
H 1.267 -11.442 -4.845 0.0286 0.1148 -0.0300
H 0.903 -12.412 -6.264 0.0324 0.0747 -0.1198
H -1.130 -10.737 -4.696 0.0129 -0.0016 0.0137
H -1.030 -12.501 -4.753 0.0297 -0.0309 -0.0206
H -1.484 -11.581 -6.199 0.0004 -0.0635 -0.0092
H 2.724 -8.656 -7.587 0.0036 -0.0101 -0.0030
H 1.849 -7.150 -7.181 -0.0130 0.0044 0.0163
H 1.094 -8.347 -8.269 -0.0170 0.0024 -0.0002
O -1.449 3.302 -0.854 -0.3498 0.0202 -0.0045
S -0.915 2.425 0.136 0.5177 -0.0309 0.0223
O -1.771 1.528 0.859 -0.1234 -0.1218 -0.0976
O -0.034 3.247 1.148 -0.0157 0.0130 0.0942
C -0.629 4.423 1.766 -0.1811 0.4695 0.3158
C -1.572 4.083 2.896 -0.1181 -0.2047 -0.0841
C 0.396 1.486 -0.572 0.0700 -0.0778 -0.0135
H -1.123 5.024 1.002 0.0264 -0.1277 -0.1222
H 0.214 4.998 2.142 0.1543 -0.1457 -0.0972
H -2.470 3.584 2.532 -0.0128 0.0289 -0.0177
H -1.870 5.003 3.400 0.0236 0.0100 0.0213
H -1.097 3.420 3.619 0.0591 0.0720 0.0357
H 1.078 2.154 -1.088 -0.0039 0.0245 0.0072
H -0.056 0.789 -1.275 -0.0304 0.0422 -0.0295
H 0.905 0.953 0.229 0.0400 0.0198 -0.0034
O -3.905 6.864 4.905 0.1703 -0.1146 0.0520
S -4.037 7.759 3.797 -0.3101 0.1011 -0.0724
O -2.874 8.118 3.043 0.1709 -0.1108 -0.0352
O -4.787 9.065 4.273 0.0140 0.0241 -0.0263
C -4.272 9.746 5.447 0.1217 0.2215 0.3344
C -3.044 10.578 5.144 0.0443 -0.1151 -0.1698
C -5.276 7.172 2.696 -0.0434 0.0030 -0.0137
H -4.082 9.013 6.231 -0.0067 -0.0938 -0.0838
H -5.094 10.376 5.777 -0.0848 -0.0368 -0.1151
H -2.191 9.952 4.890 0.0028 -0.0106 0.0216
H -2.784 11.175 6.018 -0.0404 0.0079 0.0203
H -3.231 11.245 4.304 -0.0240 0.0484 0.0354
H -6.167 6.933 3.270 -0.0069 -0.0003 0.0064
H -4.876 6.281 2.218 0.0223 -0.0033 0.0099
H -5.477 7.942 1.957 0.0108 0.0059 -0.0098
O 3.650 8.123 0.839 0.0762 -0.0126 0.1251
S 3.010 8.975 -0.117 -0.0924 -0.1127 -0.1890
O 2.714 10.328 0.228 0.0441 0.1262 0.0900
O 1.689 8.254 -0.626 0.0010 -0.0263 -0.0418
C 0.767 7.787 0.386 -0.3903 -0.0761 0.2790
C -0.085 8.899 0.962 0.1390 0.1251 -0.0115
C 3.887 8.940 -1.639 0.0229 -0.0214 -0.0398
H 1.321 7.263 1.167 0.1243 0.0419 -0.0599
H 0.138 7.060 -0.125 0.1076 0.0062 -0.1546
H 0.515 9.595 1.545 0.0124 -0.0073 0.0071
H -0.855 8.481 1.612 -0.0098 -0.0340 -0.0287
H -0.565 9.463 0.163 -0.0481 -0.0350 -0.0075
H 4.073 7.905 -1.913 0.0022 -0.0079 0.0000
H 4.823 9.468 -1.473 -0.0010 0.0105 0.0243
H 3.292 9.448 -2.393 -0.0047 0.0196 0.0040